102
Properties=species:S:1:pos:R:3:lowdin_spin:R:1 method="wB97M-V/def2-TZVPD" fmax_ev_per_a=0.4 s2=0.769 energy_ha=-2793.82399 spin_multiplicity=2 total_charge=-2 relative_energy_kcal_mol=7.2 homo_ev="0.557 / -2.381"
Hg -0.395 0.393 -0.033 0.021
C 4.062 -1.158 1.302 0.000
C 3.446 -1.867 0.092 0.000
C 4.038 -3.264 -0.096 0.000
C 3.606 -1.041 -1.167 0.000
C 4.887 -0.702 -1.587 0.000
C 5.099 0.063 -2.721 0.000
C 3.999 0.498 -3.441 0.000
C 2.701 0.179 -3.057 0.000
C 1.573 0.766 -3.891 0.000
C 0.434 -0.187 -4.266 0.001
C 1.033 2.034 -3.224 0.000
C 2.487 -0.606 -1.905 0.000
N 1.173 -0.879 -1.500 0.003
C 0.715 -2.124 -1.695 0.023
O 1.372 -3.093 -2.133 0.039
C -0.743 -2.315 -1.374 0.131
C -1.356 -3.536 -1.464 0.028
C -2.727 -3.666 -1.151 0.224
C -3.435 -2.510 -0.755 0.027
C -2.793 -1.304 -0.682 0.135
N -1.458 -1.198 -1.004 0.254
C -3.492 -0.041 -0.261 0.026
O -4.704 -0.069 0.025 0.043
N -2.707 1.050 -0.263 0.001
C -3.282 2.293 0.033 0.000
C -3.244 2.805 1.345 0.000
C -3.747 4.075 1.607 0.000
C -4.292 4.854 0.601 0.000
C -4.320 4.352 -0.691 0.000
C -3.821 3.090 -0.999 0.000
C -3.838 2.675 -2.462 0.000
C -4.659 1.420 -2.776 0.001
C -2.427 2.545 -3.033 0.001
C -2.702 1.958 2.475 0.001
C -3.851 1.274 3.222 0.000
C -1.799 2.727 3.437 0.000
H 3.945 -1.768 2.201 0.000
H 3.575 -0.196 1.478 0.000
H 5.130 -0.973 1.153 0.000
H 2.378 -1.978 0.279 0.000
H 5.116 -3.214 -0.283 0.000
H 3.551 -3.752 -0.942 0.000
H 3.882 -3.866 0.802 0.000
H 5.739 -1.049 -1.010 0.000
H 6.104 0.317 -3.039 0.000
H 4.143 1.101 -4.334 0.000
H 2.046 1.078 -4.830 0.000
H -0.287 -0.292 -3.456 0.001
H 0.814 -1.183 -4.500 0.000
H -0.092 0.202 -5.144 0.000
H 0.593 1.789 -2.256 0.000
H 0.257 2.500 -3.835 0.000
H 1.837 2.757 -3.063 0.000
H -0.755 -4.377 -1.787 -0.003
H -3.223 -4.627 -1.216 0.022
H -4.487 -2.536 -0.501 -0.004
H -3.715 4.456 2.623 0.000
H -4.684 5.842 0.817 0.000
H -4.734 4.957 -1.492 0.000
H -4.322 3.508 -2.986 0.000
H -4.095 0.512 -2.565 0.001
H -4.922 1.410 -3.838 0.000
H -5.571 1.377 -2.181 0.000
H -1.890 1.736 -2.538 0.000
H -1.862 3.471 -2.893 0.000
H -2.465 2.323 -4.103 0.000
H -2.102 1.162 2.036 0.001
H -4.481 2.021 3.718 0.000
H -3.450 0.591 3.973 0.000
H -4.468 0.709 2.521 0.000
H -2.355 3.472 4.016 0.000
H -0.998 3.247 2.903 0.000
H -1.343 2.033 4.145 0.000
C 1.944 -6.098 1.634 0.000
C 1.529 -4.733 2.114 0.001
C 2.159 -4.129 3.193 0.000
C 1.788 -2.858 3.622 0.001
C 0.767 -2.200 2.966 0.000
C 0.106 -2.797 1.894 0.001
C 0.498 -4.050 1.466 0.002
S 0.249 -0.578 3.447 0.002
O -1.183 -0.668 3.568 0.000
O 0.984 -0.166 4.630 0.001
N 0.637 0.249 2.144 0.012
C 1.318 1.408 2.039 0.001
C 2.189 2.009 2.975 0.000
C 2.810 3.185 2.632 0.000
C 2.593 3.775 1.384 0.000
C 1.735 3.131 0.521 0.000
N 1.115 1.995 0.834 0.002
H 2.921 -6.376 2.032 0.000
H 1.996 -6.122 0.545 0.000
H 1.222 -6.857 1.947 0.000
H 2.970 -4.647 3.696 0.000
H 2.286 -2.368 4.449 0.000
H -0.698 -2.285 1.378 0.000
H 0.010 -4.482 0.600 0.001
H 2.333 1.535 3.933 0.000
H 3.481 3.654 3.343 0.000
H 3.075 4.698 1.096 0.000
H 1.521 3.524 -0.467 0.000

---

104
Properties=species:S:1:pos:R:3:lowdin_charge:R:1 method="wB97M-V/def2-TZVPD" fmax_ev_per_a=1.4 energy_ha=-2830.35664 spin_multiplicity=1 total_charge=-1 homo_ev=-4.641
N -1.833 2.849 -5.845 -0.019
C -0.751 1.869 -5.724 -0.282
C -1.066 0.455 -6.263 -0.180
C -1.171 -0.602 -5.123 -0.189
C -2.613 -0.671 -4.646 -0.189
C -2.988 -1.707 -3.558 -0.105
C -1.948 -2.202 -2.549 -0.433
O -2.658 -2.886 -1.495 -0.012
C -1.091 -3.300 -3.289 -0.665
O -1.702 -4.381 -3.442 -0.046
O 0.031 -2.980 -3.688 -0.007
N -1.115 -1.184 -1.987 -0.075
C -1.792 0.017 -1.533 -0.163
C -2.778 -0.139 -0.341 -0.279
C -4.244 0.033 -0.744 -0.631
I -5.277 1.323 0.644 0.782
C -0.180 -1.650 -0.978 -0.139
C 1.298 -1.300 -1.304 -0.075
C 2.261 -2.383 -0.953 -0.428
O 2.402 -3.397 -1.536 0.172
N 3.085 -2.109 0.245 0.096
C 4.469 -2.233 0.082 -0.292
C 5.243 -2.973 0.985 -0.035
C 6.628 -3.032 0.838 -0.101
C 7.276 -2.375 -0.210 -0.115
C 6.502 -1.660 -1.123 -0.091
C 5.119 -1.587 -0.978 -0.026
H -2.265 2.815 -6.755 0.052
H -2.526 2.726 -5.124 0.047
H -0.478 1.836 -4.674 0.101
H 0.101 2.261 -6.279 0.092
H -0.327 0.138 -6.992 0.095
H -2.053 0.519 -6.718 0.087
H -0.486 -0.311 -4.340 0.093
H -0.896 -1.567 -5.532 0.109
H -3.228 -0.879 -5.520 0.090
H -2.938 0.314 -4.301 0.090
H -3.845 -1.315 -3.004 0.090
H -3.350 -2.606 -4.052 0.117
H -3.303 -3.454 -1.924 0.087
H -1.011 0.698 -1.196 0.118
H -2.300 0.538 -2.340 0.096
H -2.654 -1.094 0.154 0.100
H -2.553 0.636 0.387 0.056
H -4.346 0.529 -1.702 0.023
H -4.773 -0.910 -0.804 0.038
H -0.391 -1.150 -0.032 0.112
H -0.272 -2.711 -0.773 0.133
H 1.381 -1.046 -2.356 0.122
H 1.557 -0.406 -0.746 0.086
H 2.749 -2.637 1.038 0.131
H 4.757 -3.496 1.795 0.104
H 7.231 -3.585 1.543 0.092
H 8.348 -2.417 -0.308 0.087
H 6.966 -1.135 -1.945 0.096
H 4.539 -1.027 -1.699 0.116
F 2.133 0.691 1.337 0.057
C 2.801 0.705 2.502 -0.284
C 2.123 1.025 3.661 -0.011
C 2.821 1.030 4.861 -0.083
C 4.175 0.724 4.883 -0.100
C 4.835 0.407 3.702 -0.078
C 4.146 0.392 2.498 -0.013
H 1.069 1.267 3.619 0.110
H 2.307 1.274 5.780 0.102
H 4.715 0.732 5.821 0.080
H 5.890 0.168 3.717 0.104
H 4.635 0.135 1.567 0.110
F 4.536 1.331 8.405 0.053
C 5.868 1.335 8.607 -0.294
C 6.646 2.228 7.898 -0.020
C 8.018 2.229 8.107 -0.083
C 8.588 1.342 9.009 -0.100
C 7.785 0.451 9.707 -0.086
C 6.412 0.445 9.511 -0.018
H 6.181 2.905 7.194 0.119
H 8.641 2.925 7.563 0.104
H 9.659 1.344 9.166 0.099
H 8.228 -0.245 10.407 0.103
H 5.766 -0.237 10.048 0.117
F -5.280 1.114 -6.409 0.054
C -6.290 0.227 -6.501 -0.280
C -6.248 -0.921 -5.736 -0.001
C -7.294 -1.826 -5.833 -0.074
C -8.356 -1.579 -6.692 -0.103
C -8.374 -0.419 -7.455 -0.093
C -7.337 0.497 -7.360 -0.023
H -5.408 -1.099 -5.077 0.099
H -7.277 -2.727 -5.235 0.108
H -9.168 -2.290 -6.767 0.097
H -9.199 -0.226 -8.128 0.100
H -7.334 1.410 -7.940 0.114
F -1.240 3.114 3.957 0.053
C -2.506 3.232 4.406 -0.283
C -2.719 3.394 5.761 -0.023
C -4.022 3.518 6.220 -0.092
C -5.085 3.470 5.329 -0.099
C -4.845 3.303 3.972 -0.101
C -3.546 3.186 3.500 -0.039
H -1.876 3.421 6.438 0.114
H -4.207 3.650 7.278 0.100
H -6.100 3.563 5.692 0.098
H -5.672 3.260 3.276 0.078
H -3.338 3.061 2.447 0.072

---

108
Properties=species:S:1:pos:R:3:lowdin_charge:R:1 method="wB97M-V/def2-TZVPD" fmax_ev_per_a=3.1 energy_ha=-5337.28463 spin_multiplicity=1 total_charge=0 relative_energy_kcal_mol=0.0 homo_ev=-7.971
Sc 3.668 -19.944 -7.046 0.820
C 4.149 -21.238 -2.730 -0.460
C 2.826 -21.979 -2.649 -0.531
S 2.430 -23.043 -4.043 0.845
C 0.618 -22.900 -4.282 -0.452
C 0.127 -22.693 -5.745 -0.355
S 0.550 -21.229 -6.708 1.031
C -0.092 -19.846 -5.779 -0.407
C 0.475 -18.541 -6.262 -0.453
S 2.152 -18.030 -5.759 0.951
C 2.250 -18.622 -4.073 -0.506
C 3.728 -18.630 -3.663 -0.543
S 4.533 -20.096 -4.109 0.920
H 5.032 -21.923 -2.697 0.094
H 4.085 -20.639 -1.864 0.063
H 1.960 -21.299 -2.577 0.049
H 2.704 -22.596 -1.747 0.087
H 0.222 -22.046 -3.717 0.039
H 0.146 -23.807 -3.835 0.093
H -0.994 -22.625 -5.817 0.113
H 0.445 -23.542 -6.375 0.084
H 0.132 -20.052 -4.745 0.024
H -1.178 -19.979 -5.856 0.107
H -0.231 -17.723 -6.000 0.095
H 0.538 -18.525 -7.353 0.049
H 1.810 -19.570 -3.982 0.019
H 1.679 -17.953 -3.411 0.100
H 3.836 -18.494 -2.635 0.066
H 4.161 -17.787 -4.220 0.083
C 10.554 -21.496 -8.982 -0.062
C 9.217 -20.896 -8.637 -0.246
C 9.185 -19.768 -7.813 0.005
C 7.980 -19.315 -7.233 -0.055
C 8.026 -18.060 -6.285 -0.264
O 7.572 -18.127 -5.166 0.100
C 8.526 -16.740 -6.726 -0.158
C 8.759 -15.781 -5.783 -0.026
C 9.163 -14.523 -6.192 -0.073
C 9.534 -14.211 -7.519 -0.065
C 9.294 -15.209 -8.505 -0.060
C 8.801 -16.481 -8.090 -0.005
C 6.793 -19.918 -7.547 -0.303
O 5.623 -19.494 -7.103 -0.201
C 6.806 -20.957 -8.529 -0.138
C 7.963 -21.495 -9.043 0.046
C 5.467 -21.428 -8.928 -0.236
N 4.687 -22.069 -8.106 0.068
C 5.172 -22.513 -6.782 -0.361
C 5.682 -23.936 -6.898 -0.496
Te 4.079 -25.320 -6.975 1.287
C 3.759 -25.447 -9.075 -0.560
C 4.826 -25.779 -9.886 -0.148
C 4.594 -25.828 -11.275 -0.076
C 3.398 -25.389 -11.857 -0.078
C 2.376 -24.908 -11.017 -0.104
C 2.541 -25.023 -9.640 -0.166
C 5.058 -21.132 -10.264 -0.183
C 5.631 -20.054 -10.965 0.011
C 5.173 -19.771 -12.257 -0.067
C 4.211 -20.594 -12.878 -0.092
C 3.616 -21.653 -12.185 -0.056
C 4.033 -21.859 -10.847 0.006
H 11.249 -21.150 -8.282 0.043
H 10.896 -21.185 -9.993 0.093
H 10.565 -22.597 -8.844 0.091
H 10.203 -19.366 -7.586 0.139
H 8.559 -15.880 -4.781 0.095
H 9.259 -13.730 -5.481 0.094
H 9.798 -13.171 -7.825 0.112
H 9.594 -15.074 -9.541 0.095
H 8.534 -17.231 -8.823 0.105
H 7.956 -22.263 -9.814 0.132
H 4.316 -22.445 -6.021 0.050
H 6.013 -21.908 -6.431 0.104
H 6.141 -24.131 -5.950 0.034
H 6.415 -24.042 -7.748 0.082
H 5.804 -25.998 -9.503 0.088
H 5.403 -26.205 -11.850 0.090
H 3.368 -25.372 -12.923 0.093
H 1.413 -24.461 -11.302 0.113
H 1.834 -24.536 -8.950 0.090
H 6.441 -19.478 -10.482 0.132
H 5.527 -18.924 -12.794 0.092
H 3.889 -20.406 -13.943 0.123
H 2.812 -22.205 -12.691 0.106
H 3.631 -22.694 -10.289 0.089
C 1.499 -18.327 -12.098 -0.043
C 1.286 -17.706 -10.671 -0.579
C -0.247 -17.936 -10.410 -0.044
C 1.562 -16.210 -10.558 -0.057
C 2.194 -18.398 -9.712 -0.124
C 2.845 -18.885 -8.793 -0.080
H 0.859 -17.875 -12.830 0.074
H 1.227 -19.363 -12.069 0.070
H 2.535 -18.252 -12.348 0.061
H -0.741 -17.361 -11.205 0.089
H -0.668 -17.598 -9.460 0.077
H -0.396 -18.967 -10.510 0.056
H 1.178 -15.688 -11.413 0.072
H 2.642 -15.948 -10.542 0.097
H 1.088 -15.874 -9.644 0.081
F -1.939 -21.013 -1.328 -0.561
Te -1.647 -19.373 -2.450 1.985
F -1.007 -18.303 -4.094 -0.542
F 0.086 -20.440 -2.735 -0.569
F -2.283 -20.470 -3.804 -0.430
F -3.409 -18.543 -2.626 -0.555
O 2.068 -21.119 -6.670 -0.630

---

123
Properties=species:S:1:pos:R:3:lowdin_charge:R:1 method="wB97M-V/def2-TZVPD" fmax_ev_per_a=4.1 energy_ha=-8045.71219 spin_multiplicity=1 total_charge=-1 relative_energy_kcal_mol=127.6 homo_ev=-7.369
As -0.574 0.297 3.327 0.938
F -0.293 2.094 3.089 -0.328
F 1.194 0.028 3.222 -0.309
F -0.802 -1.508 3.536 -0.337
F -2.378 0.370 3.328 -0.320
F -0.706 0.115 1.503 -0.338
F -0.562 0.493 5.108 -0.305
C 0.762 -7.919 1.546 -0.055
C 1.496 -8.732 2.653 -0.487
C 2.966 -8.215 2.982 -0.293
F 3.071 -6.964 3.532 0.082
F 3.626 -9.034 3.791 0.104
F 0.711 -8.758 3.702 0.150
F 1.498 -9.996 2.261 0.142
O -0.498 -8.504 1.129 0.024
C -1.330 -7.700 0.281 -0.537
C -2.126 -6.701 1.070 -0.282
F -2.846 -5.817 0.363 0.116
F -2.977 -7.341 1.937 0.089
F -0.500 -7.328 -0.720 0.147
F -2.146 -8.553 -0.274 0.192
H 1.478 -7.864 0.726 0.135
H 0.684 -6.899 1.922 0.140
H 3.569 -8.240 2.074 0.162
H -1.505 -6.095 1.731 0.170
C -5.256 1.818 8.523 -0.260
S -5.375 0.737 9.986 0.823
O -6.873 0.737 10.363 -0.589
C -5.286 -0.809 9.146 -0.294
H -4.315 1.799 7.973 0.063
H -5.545 2.832 8.800 0.048
H -6.094 1.497 7.904 0.046
H -5.826 -1.527 9.763 0.053
H -4.279 -1.150 8.904 0.062
H -5.926 -0.683 8.273 0.050
C 3.398 3.294 -1.737 -0.231
S 5.047 2.677 -2.394 0.807
O 5.437 3.281 -3.727 -0.590
C 6.206 3.450 -1.154 -0.256
H 3.341 2.915 -0.716 0.049
H 2.589 2.964 -2.388 0.049
H 3.548 4.373 -1.715 0.040
H 7.220 3.150 -1.415 0.040
H 5.995 3.112 -0.139 0.045
H 6.147 4.535 -1.249 0.045
C 2.622 7.879 3.443 -0.230
S 3.775 8.451 4.862 0.817
O 3.087 8.344 6.247 -0.581
C 5.053 7.149 4.793 -0.274
H 3.011 7.704 2.440 0.046
H 1.886 8.682 3.397 0.032
H 2.107 6.966 3.744 0.048
H 4.479 6.224 4.739 0.048
H 5.658 7.275 5.691 0.047
H 5.647 7.204 3.881 0.047
C -8.296 -2.604 2.685 -0.251
S -9.771 -1.585 2.237 0.809
O -9.282 -0.660 1.155 -0.578
C -10.780 -2.896 1.433 -0.267
H -7.507 -1.973 3.095 0.053
H -7.944 -3.058 1.759 0.050
H -8.566 -3.368 3.415 0.045
H -10.265 -3.267 0.546 0.056
H -11.813 -2.565 1.331 0.042
H -10.924 -3.687 2.168 0.040
C -4.545 -2.543 -5.833 -0.272
S -3.444 -2.411 -4.353 0.848
O -2.122 -2.877 -4.916 -0.581
C -3.473 -0.491 -4.339 -0.241
H -5.414 -1.893 -5.934 0.043
H -4.895 -3.575 -5.811 0.036
H -3.901 -2.248 -6.661 0.049
H -3.096 -0.074 -3.405 0.037
H -4.445 -0.053 -4.562 0.034
H -2.834 0.001 -5.072 0.046
C -1.873 10.078 -4.619 -0.048
C -3.141 10.647 -4.991 -0.075
C -4.292 10.256 -4.396 -0.018
C -4.233 9.328 -3.302 -0.075
C -3.048 8.740 -2.875 -0.065
C -1.842 9.132 -3.594 0.006
C -2.987 7.809 -1.690 -0.251
O -1.879 7.404 -1.278 0.079
C -4.266 7.134 -1.376 -0.092
C -4.205 5.890 -0.718 0.025
C -5.409 5.222 -0.417 -0.056
C -6.640 5.738 -0.744 -0.054
C -6.656 7.000 -1.351 -0.010
C -5.514 7.667 -1.792 -0.082
C -5.539 8.924 -2.632 -0.224
O -6.610 9.565 -2.815 0.058
H -0.955 10.160 -5.182 0.099
H -3.097 11.222 -5.904 0.101
H -5.209 10.518 -4.903 0.118
H -0.932 8.629 -3.302 0.107
H -3.261 5.429 -0.464 0.122
H -5.375 4.241 0.033 0.111
H -7.573 5.272 -0.465 0.110
H -7.586 7.511 -1.551 0.113
C 5.263 -3.951 -1.808 -0.052
C 6.135 -3.754 -0.770 -0.059
C 7.454 -4.293 -0.800 0.019
C 7.900 -4.931 -1.967 -0.099
C 7.046 -4.992 -3.076 -0.090
C 5.695 -4.593 -3.013 0.030
C 7.421 -5.701 -4.357 -0.225
O 6.593 -5.952 -5.281 0.058
C 8.914 -5.890 -4.501 -0.081
C 9.448 -6.253 -5.745 -0.009
C 10.801 -6.466 -5.920 -0.062
C 11.668 -6.449 -4.826 -0.063
C 11.149 -6.118 -3.599 -0.031
C 9.804 -5.865 -3.414 -0.067
C 9.249 -5.551 -1.999 -0.302
O 9.846 -5.812 -1.016 0.140
H 4.288 -3.495 -1.726 0.108
H 5.819 -3.242 0.126 0.107
H 8.209 -4.074 -0.059 0.116
H 5.043 -4.657 -3.871 0.116
H 8.753 -6.255 -6.572 0.116
H 11.221 -6.722 -6.882 0.103
H 12.657 -6.881 -4.848 0.108
H 11.776 -5.899 -2.747 0.119